Entry 1:
Entry from the Open Molecules 2025 dataset: a molecular structure, C27H42CrN3OP2 (ωB97M-V/def2-TZVPD).

Positions of all 76 atoms, in Å:
Cr 0.419 0.146 0.271
C 0.086 -0.863 4.032
C -0.664 0.429 3.707
C -1.693 0.769 4.780
P -1.234 0.319 1.959
C -2.421 1.703 1.633
C -3.839 1.573 2.187
C -2.494 1.894 0.116
C -2.170 -1.197 1.679
C -3.303 -1.585 2.396
C -4.060 -2.676 2.015
C -3.695 -3.366 0.862
C -2.567 -3.015 0.150
C -1.731 -1.957 0.564
N -0.574 -1.601 -0.109
C 0.194 -2.574 -0.740
C 0.188 -3.929 -0.376
C 0.903 -4.868 -1.097
C 1.655 -4.497 -2.203
C 1.747 -3.151 -2.524
C 1.076 -2.184 -1.781
P 1.258 -0.389 -1.929
C 0.255 0.102 -3.405
C 0.742 -0.453 -4.740
C -1.206 -0.282 -3.172
C 3.006 0.102 -2.330
C 3.765 0.382 -1.031
C 3.868 -0.790 -3.223
H 0.591 -0.770 4.996
H 0.831 -1.085 3.266
H -0.611 -1.702 4.097
H 0.073 1.239 3.655
H -2.446 -0.016 4.872
H -2.200 1.715 4.588
H -1.199 0.854 5.751
H -1.933 2.582 2.074
H -4.366 0.754 1.698
H -4.400 2.491 1.989
H -3.866 1.393 3.261
H -2.895 0.995 -0.360
H -1.513 2.109 -0.317
H -3.158 2.724 -0.139
H -3.605 -1.011 3.263
H -4.934 -2.970 2.581
H -4.305 -4.190 0.511
H -2.311 -3.569 -0.743
H -0.387 -4.245 0.482
H 0.870 -5.906 -0.789
H 2.188 -5.237 -2.784
H 2.364 -2.856 -3.359
H 0.324 1.197 -3.426
H 0.758 -1.545 -4.721
H 1.737 -0.095 -4.999
H 0.066 -0.149 -5.544
H -1.313 -1.367 -3.111
H -1.823 0.074 -4.000
H -1.599 0.135 -2.245
H 2.849 1.059 -2.847
H 3.881 -0.534 -0.449
H 3.236 1.083 -0.390
H 4.762 0.773 -1.256
H 4.151 -1.701 -2.696
H 4.794 -0.262 -3.468
H 3.387 -1.070 -4.158
C 1.880 5.141 1.749
N 1.700 4.539 0.428
C 2.614 5.012 -0.613
C 1.335 3.268 0.381
N 1.011 2.161 0.342
H 1.802 6.222 1.653
H 2.856 4.885 2.171
H 1.098 4.790 2.418
H 2.531 6.095 -0.683
H 2.333 4.577 -1.569
H 3.650 4.743 -0.385
O 1.679 -0.370 1.130

The calculation puts the LUMO energy (spin up / spin down) at 0.30 / 0.29 eV. The spin multiplicity is 2. Its HOMO-LUMO gap (spin up / spin down) is 6.150 / 6.504 eV. For the maximum force, the calculation gives 0.531 eV/A.

Entry 2:
Entry from the Open Molecules 2025 dataset: 3 unconnected molecules or ions with the total composition C27H42NO8PS2 (ωB97M-V/def2-TZVPD).

Positions of all 81 atoms, in Å:
C 0.899 -3.540 2.376
C 1.748 -2.357 1.594
O 1.221 -2.014 0.264
C 0.760 -0.619 0.184
C -0.866 -0.498 0.558
C -1.821 -1.817 0.841
C -3.428 -1.717 1.258
C -4.129 -0.240 1.367
C -3.162 1.088 1.054
S -3.950 2.813 1.187
C -1.574 1.009 0.654
C -0.696 2.392 0.340
N -5.555 0.065 1.763
P -5.755 0.309 3.519
O -6.714 1.591 3.713
C -6.535 -1.005 1.341
C -8.081 -0.483 0.987
C -9.317 -1.489 0.555
C -9.036 -3.134 0.474
C -10.313 -4.082 0.079
C -10.597 -5.315 1.157
O -10.799 -4.631 2.476
C -9.659 -4.902 3.368
O -9.047 -3.844 3.939
C -7.507 -3.632 0.797
C -6.256 -2.616 1.239
S -4.502 -3.250 1.636
H 1.436 -3.697 3.426
H 0.883 -4.566 1.814
H -0.212 -3.251 2.617
H 2.836 -2.811 1.411
H 1.900 -1.448 2.318
H 0.957 -0.186 -0.910
H 1.327 0.123 0.916
H -1.309 -2.888 0.737
H -3.390 3.504 2.302
H -0.783 2.691 -0.809
H 0.435 2.293 0.662
H -1.117 3.333 0.937
H -4.423 0.541 4.063
H -6.414 -0.853 4.058
H -8.301 0.682 1.059
H -10.401 -1.057 0.303
H -10.275 -4.472 -1.050
H -11.291 -3.400 0.134
H -9.737 -6.108 1.187
H -11.650 -5.830 0.927
H -9.341 -6.003 3.609
H -7.273 -4.777 0.725
C 5.941 3.284 -1.059
O 5.188 4.287 -1.730
C 3.953 3.780 -2.246
C 2.770 4.217 -1.378
O 2.798 3.570 -0.101
C 3.242 4.440 0.933
H 6.790 3.766 -0.565
H 5.343 2.771 -0.300
H 6.325 2.559 -1.783
H 3.986 2.689 -2.347
H 3.829 4.207 -3.247
H 1.841 3.908 -1.868
H 2.745 5.308 -1.266
H 2.483 5.205 1.127
H 4.193 4.915 0.678
H 3.380 3.849 1.843
C 9.501 1.421 -1.526
O 8.574 1.148 -2.571
C 8.719 2.050 -3.672
C 9.436 1.379 -4.846
O 10.811 1.128 -4.539
C 11.055 -0.243 -4.247
H 9.438 0.613 -0.791
H 10.528 1.471 -1.901
H 9.239 2.361 -1.032
H 9.239 2.966 -3.365
H 7.709 2.327 -3.989
H 9.423 2.062 -5.702
H 8.924 0.456 -5.144
H 10.954 -0.841 -5.159
H 10.375 -0.618 -3.479
H 12.081 -0.338 -3.881

The calculation puts the LUMO energy at -0.23 eV. The structure (SMILES) is CCOCc1cc2c(c(S)c1C)N([PH2]=O)c1ccc(CCOC=O)cc1S2.COCCOC.COCCOC. Its HOMO-LUMO gap is 7.636 eV. For the maximum force, the calculation gives 9.154 eV/A.

Entry 3:
Entry from the Open Molecules 2025 dataset: a molecular structure, C27H43BrCoN2P2 (ωB97M-V/def2-TZVPD).

Positions of all 76 atoms, in Å:
N 3.931 -6.042 -5.834
C 2.709 -6.195 -5.293
C 2.226 -5.375 -4.251
C 3.015 -4.286 -3.753
C 4.305 -4.152 -4.360
C 4.704 -5.053 -5.372
C 2.457 -3.381 -2.743
Co 1.559 -1.146 -0.878
P -0.800 4.557 -0.640
C 2.830 -2.070 -2.473
C 1.902 -0.931 -2.752
C 2.385 0.354 -3.127
C 1.533 1.303 -3.662
C 0.137 1.121 -3.587
C -0.384 -0.084 -3.074
C 0.472 -1.174 -2.765
Br -1.011 2.452 -4.211
H 1.615 -3.801 -2.187
H 3.896 -1.869 -2.582
H 1.212 -5.558 -3.862
H 5.000 -3.368 -4.073
H 2.079 -7.004 -5.717
H 5.691 -4.958 -5.842
H 3.456 0.509 -3.171
H 0.099 -2.210 -2.906
H 1.938 2.184 -4.131
H -1.459 -0.254 -3.149
P 2.470 0.025 0.747
C -2.130 4.512 -1.897
C -2.334 5.890 -2.549
H -3.053 4.129 -1.428
H -1.855 3.751 -2.663
H -3.054 5.856 -3.382
H -2.733 6.567 -1.780
H -1.396 6.327 -2.920
C 0.785 4.264 -1.516
C 1.730 5.471 -1.339
H 0.555 4.084 -2.578
H 1.222 3.341 -1.098
H 2.684 5.284 -1.851
H 1.298 6.400 -1.747
H 1.949 5.645 -0.274
C -1.282 3.196 0.480
C -2.138 3.668 1.664
H -0.329 2.748 0.810
H -1.824 2.484 -0.154
H -1.903 3.058 2.540
H -1.950 4.718 1.934
H -3.210 3.546 1.459
C 1.712 0.240 2.408
C 2.720 -0.052 3.520
H 0.821 -0.398 2.483
H 1.343 1.277 2.477
H 2.804 -1.132 3.692
H 3.716 0.356 3.291
H 2.384 0.409 4.457
C 3.344 1.626 0.553
C 4.333 1.617 -0.606
H 3.823 1.911 1.507
H 2.543 2.375 0.376
H 4.944 0.705 -0.619
H 3.797 1.702 -1.561
H 5.013 2.476 -0.525
C 3.641 -1.419 0.869
C 2.900 -2.730 1.097
H 4.361 -1.221 1.671
H 4.189 -1.467 -0.083
H 3.512 -3.558 0.727
H 2.713 -2.915 2.157
H 1.930 -2.800 0.577
C -1.942 -0.955 1.669
C -0.843 -0.910 0.748
N 0.049 -1.077 0.012
H -2.147 0.039 2.078
H -1.708 -1.636 2.483
H -2.840 -1.307 1.173

The calculation puts the LUMO energy (spin up / spin down) at -6.00 / -8.75 eV. The net charge is +2. The spin multiplicity is 4. Its HOMO-LUMO gap (spin up / spin down) is 6.518 / 4.145 eV. For the maximum force, the calculation gives 6.141 eV/A.